{"formula": "C4H16BF7O12S", "method": "ωB97M-V/def2-TZVPD", "symbols": ["C", "F", "F", "F", "S", "O", "O", "O", "B", "F", "F", "F", "F", "O", "H", "H", "O", "H", "H", "O", "H", "H", "O", "H", "H", "O", "H", "H", "O", "H", "H", "C", "C", "O", "C", "O", "O", "H", "H", "H", "H"], "xyz": [[3.742, 0.450, 1.040], [4.437, 0.825, 2.134], [2.644, 1.232, 0.984], [4.445, 0.682, -0.080], [3.252, -1.412, 1.060], [2.610, -1.588, -0.237], [4.508, -2.120, 1.268], [2.322, -1.506, 2.180], [-0.790, -0.117, -0.877], [-1.814, 0.502, -0.133], [-1.283, -0.858, -1.954], [-0.007, 0.971, -1.354], [0.068, -0.900, -0.121], [-2.998, 2.031, -2.581], [-2.888, 1.641, -1.699], [-3.634, 2.742, -2.460], [1.575, -0.918, -2.797], [1.398, -0.155, -2.232], [1.079, -0.742, -3.602], [0.451, -3.491, -0.264], [-0.234, -2.826, -0.267], [0.661, -3.612, 0.669], [0.476, 3.213, -3.192], [-0.191, 2.682, -2.731], [0.964, 2.573, -3.719], [-2.801, -2.829, -0.187], [-2.883, -1.868, -0.118], [-3.502, -3.176, 0.374], [-0.164, -3.074, -2.744], [-0.781, -3.679, -3.170], [-0.707, -2.297, -2.489], [-1.016, 0.826, 2.892], [-0.187, 1.982, 2.315], [-1.030, 3.071, 2.754], [-1.823, 2.704, 3.794], [-2.640, 3.380, 4.330], [-1.676, 1.371, 4.015], [-0.454, -0.059, 3.189], [-1.739, 0.449, 2.168], [-0.246, 1.853, 1.236], [0.857, 2.050, 2.607]], "largest_force_ev_per_a": 2.09, "gap_ha": 0.2745, "homo_energy_ha": -0.109, "total_energy_ev": -59520.6639, "charge": -2, "multiplicity": 1}


{"formula": "C6H8N2O", "method": "ωB97M-V/def2-TZVPD", "symbols": ["C", "C", "C", "C", "C", "C", "N", "N", "O", "H", "H", "H", "H", "H", "H", "H", "H"], "xyz": [[-0.313, 0.434, -0.929], [1.161, 0.742, 0.385], [-0.393, 0.886, 0.466], [-1.421, -0.367, 0.715], [-2.239, -0.965, 1.663], [2.238, -0.078, -1.609], [-1.187, -0.789, -0.491], [1.161, 0.617, -1.003], [2.107, 0.771, 1.126], [-0.839, 0.948, -1.735], [-0.801, 1.929, 0.607], [-1.643, -0.921, 2.662], [-2.333, -2.028, 1.403], [-3.228, -0.502, 1.869], [3.187, 0.520, -1.455], [2.520, -1.021, -1.028], [2.021, -0.178, -2.646]], "largest_force_ev_per_a": 7.83, "gap_ha": 0.3699, "homo_energy_ha": -0.338, "total_energy_ev": -11376.1411, "de_lowest_kcal_mol": 73.9, "multiplicity": 1}


{"formula": "C19H25N3O5", "method": "ωB97M-V/def2-TZVPD", "symbols": ["C", "C", "H", "H", "O", "C", "C", "C", "C", "C", "C", "O", "C", "H", "H", "H", "H", "H", "C", "N", "O", "C", "N", "C", "C", "C", "O", "N", "H", "C", "C", "C", "H", "C", "H", "H", "C", "H", "H", "O", "H", "H", "H", "H", "H", "H", "H", "H", "H", "H", "H", "H"], "xyz": [[0.833, -2.024, -5.893], [2.133, -1.298, -5.567], [2.971, -1.780, -6.077], [2.077, -0.253, -5.887], [2.482, -1.393, -4.196], [1.653, -0.920, -3.223], [1.722, -1.601, -2.017], [0.976, -1.206, -0.910], [0.124, -0.113, -1.018], [0.051, 0.578, -2.212], [0.809, 0.210, -3.318], [0.787, 0.897, -4.501], [-0.076, 2.001, -4.632], [-1.123, 1.714, -4.493], [0.067, 2.360, -5.650], [0.182, 2.799, -3.929], [-0.608, 1.429, -2.266], [-0.476, 0.206, -0.181], [1.077, -1.939, 0.330], [1.783, -3.026, 0.505], [1.589, -3.380, 1.806], [0.764, -2.474, 2.339], [0.422, -1.565, 1.478], [0.359, -2.600, 3.759], [0.314, -1.258, 4.506], [-1.031, -0.533, 4.407], [-1.668, -0.232, 5.398], [-1.421, -0.263, 3.152], [-0.822, -0.534, 2.374], [-2.628, 0.457, 2.840], [-2.325, 1.881, 2.337], [-1.658, 2.757, 3.412], [-2.362, 3.460, 3.850], [-0.526, 3.449, 2.654], [0.328, 3.685, 3.284], [-0.885, 4.364, 2.181], [-0.198, 2.407, 1.588], [0.470, 1.634, 1.994], [0.254, 2.824, 0.686], [-1.441, 1.841, 1.221], [-1.260, 2.128, 4.207], [-3.266, 2.324, 1.984], [-3.234, 0.515, 3.748], [-3.176, -0.086, 2.064], [0.493, -1.435, 5.567], [1.098, -0.597, 4.131], [1.072, -3.274, 4.237], [-0.626, -3.074, 3.802], [2.377, -2.454, -1.945], [0.670, -2.018, -6.967], [0.883, -3.054, -5.547], [-0.009, -1.536, -5.408]], "largest_force_ev_per_a": 1.24, "gap_ha": 0.3284, "homo_energy_ha": -0.305, "total_energy_ev": -34815.7299, "smiles": "CCOc1cc(-c2noc(CCC(=O)NC[C@H]3CCCO3)n2)ccc1OC", "de_lowest_kcal_mol": 89.5, "multiplicity": 1}


{"formula": "C2H4BNO2", "method": "ωB97M-V/def2-TZVPD", "symbols": ["B", "C", "C", "N", "O", "O", "H", "H", "H", "H"], "xyz": [[-0.571, -0.335, 0.231], [1.953, 0.313, -0.036], [0.625, 0.623, 0.202], [3.050, 0.164, -0.202], [-0.560, -1.661, -0.108], [-1.681, 0.421, 0.540], [0.657, 0.955, -1.772], [0.451, 1.549, 0.577], [-1.332, -2.105, 0.016], [-2.593, 0.076, 0.552]], "largest_force_ev_per_a": 4.49, "gap_ha": [0.3211, 0.3203], "homo_energy_ha": [-0.375, -0.359], "total_energy_ev": -8398.9470, "de_lowest_kcal_mol": 85.1, "multiplicity": 1}


Please write out number 4 again, unchanged.
{"formula": "C2H4BNO2", "method": "ωB97M-V/def2-TZVPD", "symbols": ["B", "C", "C", "N", "O", "O", "H", "H", "H", "H"], "xyz": [[-0.571, -0.335, 0.231], [1.953, 0.313, -0.036], [0.625, 0.623, 0.202], [3.050, 0.164, -0.202], [-0.560, -1.661, -0.108], [-1.681, 0.421, 0.540], [0.657, 0.955, -1.772], [0.451, 1.549, 0.577], [-1.332, -2.105, 0.016], [-2.593, 0.076, 0.552]], "largest_force_ev_per_a": 4.49, "gap_ha": [0.3211, 0.3203], "homo_energy_ha": [-0.375, -0.359], "total_energy_ev": -8398.9470, "de_lowest_kcal_mol": 85.1, "multiplicity": 1}


Please write out number 3 again, unchanged.
{"formula": "C19H25N3O5", "method": "ωB97M-V/def2-TZVPD", "symbols": ["C", "C", "H", "H", "O", "C", "C", "C", "C", "C", "C", "O", "C", "H", "H", "H", "H", "H", "C", "N", "O", "C", "N", "C", "C", "C", "O", "N", "H", "C", "C", "C", "H", "C", "H", "H", "C", "H", "H", "O", "H", "H", "H", "H", "H", "H", "H", "H", "H", "H", "H", "H"], "xyz": [[0.833, -2.024, -5.893], [2.133, -1.298, -5.567], [2.971, -1.780, -6.077], [2.077, -0.253, -5.887], [2.482, -1.393, -4.196], [1.653, -0.920, -3.223], [1.722, -1.601, -2.017], [0.976, -1.206, -0.910], [0.124, -0.113, -1.018], [0.051, 0.578, -2.212], [0.809, 0.210, -3.318], [0.787, 0.897, -4.501], [-0.076, 2.001, -4.632], [-1.123, 1.714, -4.493], [0.067, 2.360, -5.650], [0.182, 2.799, -3.929], [-0.608, 1.429, -2.266], [-0.476, 0.206, -0.181], [1.077, -1.939, 0.330], [1.783, -3.026, 0.505], [1.589, -3.380, 1.806], [0.764, -2.474, 2.339], [0.422, -1.565, 1.478], [0.359, -2.600, 3.759], [0.314, -1.258, 4.506], [-1.031, -0.533, 4.407], [-1.668, -0.232, 5.398], [-1.421, -0.263, 3.152], [-0.822, -0.534, 2.374], [-2.628, 0.457, 2.840], [-2.325, 1.881, 2.337], [-1.658, 2.757, 3.412], [-2.362, 3.460, 3.850], [-0.526, 3.449, 2.654], [0.328, 3.685, 3.284], [-0.885, 4.364, 2.181], [-0.198, 2.407, 1.588], [0.470, 1.634, 1.994], [0.254, 2.824, 0.686], [-1.441, 1.841, 1.221], [-1.260, 2.128, 4.207], [-3.266, 2.324, 1.984], [-3.234, 0.515, 3.748], [-3.176, -0.086, 2.064], [0.493, -1.435, 5.567], [1.098, -0.597, 4.131], [1.072, -3.274, 4.237], [-0.626, -3.074, 3.802], [2.377, -2.454, -1.945], [0.670, -2.018, -6.967], [0.883, -3.054, -5.547], [-0.009, -1.536, -5.408]], "largest_force_ev_per_a": 1.24, "gap_ha": 0.3284, "homo_energy_ha": -0.305, "total_energy_ev": -34815.7299, "smiles": "CCOc1cc(-c2noc(CCC(=O)NC[C@H]3CCCO3)n2)ccc1OC", "de_lowest_kcal_mol": 89.5, "multiplicity": 1}